Entry 1:
{"formula": "IV", "method": "ωB97M-V/def2-TZVPD", "spin_multiplicity": 4, "homo_lumo_gap_ev": [5.98, 6.51], "total_charge": 1, "e_tot_ha": -1241.32455, "homo_ha": [-0.5001, -0.5041], "species": ["V", "I"], "positions_angstrom": [[-1.03, 0.93, -0.40], [1.03, -0.93, 0.40]], "nbo_charge": [1.451, -0.451]}

***

Entry 2:
{"formula": "Li2", "method": "ωB97M-V/def2-TZVPD", "homo_lumo_gap_ev": 60.93, "total_charge": 2, "e_tot_ha": -14.46202, "homo_ha": -2.5609, "species": ["Li", "Li"], "positions_angstrom": [[0.75, -0.70, -2.76], [-0.75, 0.70, 2.76]], "nbo_charge": [1.000, 1.000]}